# 1
{
  "formula": "C51H47AsBClN13O3PPb",
  "method": "the ωB97M-V functional and the def2-TZVPD basis",
  "energy_ha": -6164.15259,
  "charge": 1,
  "e_above_lowest_kj_mol": 51.9,
  "homo_ev": [-10.8, -10.8],
  "spin_multiplicity": 2,
  "lumo_ev": [-2.100, -5.706],
  "symbols": ["Pb", "C", "C", "N", "N", "C", "B", "N", "C", "C", "C", "N", "N", "C", "C", "C", "N", "N", "C", "C", "C", "N", "H", "H", "H", "H", "H", "H", "H", "H", "H", "H", "H", "H", "N", "C", "N", "C", "N", "C", "C", "N", "C", "C", "N", "H", "H", "H", "H", "H", "O", "H", "H", "Cl", "C", "C", "C", "C", "C", "C", "C", "O", "O", "H", "H", "H", "H", "C", "C", "As", "C", "C", "C", "C", "C", "C", "C", "C", "C", "C", "C", "C", "P", "C", "C", "C", "C", "C", "C", "C", "C", "C", "C", "C", "C", "H", "H", "H", "H", "H", "H", "H", "H", "H", "H", "H", "H", "H", "H", "H", "H", "H", "H", "H", "H", "H", "H", "H", "H"],
  "positions_angstrom": [[0.392, -0.335, 0.062], [-1.398, -3.939, -2.558], [-0.865, -2.647, -2.468], [-0.099, -2.527, -1.393], [-0.094, -3.728, -0.784], [-0.880, -4.593, -1.460], [0.736, -3.974, 0.522], [2.120, -3.260, 0.383], [3.322, -3.862, 0.300], [4.266, -2.923, -0.052], [3.543, -1.736, -0.166], [2.259, -1.940, 0.110], [-0.044, -3.366, 1.714], [-0.628, -3.947, 2.780], [-1.348, -2.988, 3.461], [-1.146, -1.815, 2.737], [-0.367, -2.048, 1.681], [0.984, -5.469, 0.633], [1.454, -6.258, -0.372], [1.714, -7.497, 0.145], [1.378, -7.377, 1.509], [0.951, -6.163, 1.797], [-2.051, -4.338, -3.314], [-1.016, -1.800, -3.120], [-1.008, -5.608, -1.123], [3.434, -4.913, 0.499], [5.319, -3.077, -0.205], [3.890, -0.753, -0.433], [-0.469, -4.992, 2.974], [-1.921, -3.116, 4.362], [-1.484, -0.809, 2.931], [1.578, -5.878, -1.373], [2.091, -8.362, -0.372], [1.428, -8.125, 2.283], [4.075, 1.920, 2.054], [3.373, 0.814, 1.808], [2.532, 1.044, 0.821], [2.759, 2.353, 0.511], [3.698, 2.916, 1.233], [1.990, 3.091, -0.498], [2.221, 4.449, -0.729], [1.532, 5.126, -1.633], [0.602, 4.453, -2.308], [0.364, 3.112, -2.069], [1.057, 2.425, -1.166], [4.781, 2.080, 2.754], [3.485, -0.113, 2.346], [2.969, 4.984, -0.159], [0.046, 5.000, -3.061], [-0.400, 2.570, -2.618], [-2.695, -1.578, -0.134], [-2.531, -1.672, 0.813], [-2.562, -2.455, -0.517], [3.370, 1.079, 7.804], [2.502, 1.293, 6.318], [2.069, 0.178, 5.616], [1.374, 0.358, 4.429], [1.116, 1.636, 3.944], [1.565, 2.740, 4.660], [2.255, 2.576, 5.850], [0.394, 1.840, 2.633], [0.356, 2.970, 2.142], [-0.140, 0.798, 2.112], [2.270, -0.813, 5.997], [1.030, -0.500, 3.866], [1.370, 3.728, 4.265], [2.600, 3.430, 6.416], [-3.213, 2.929, -2.024], [-4.714, 3.114, -2.068], [-5.302, 5.037, -2.199], [-7.069, 4.657, -1.469], [-8.163, 5.063, -2.227], [-9.457, 4.779, -1.810], [-9.666, 4.087, -0.627], [-8.580, 3.677, 0.137], [-7.290, 3.955, -0.284], [-4.330, 5.707, -0.641], [-2.967, 5.957, -0.813], [-2.196, 6.453, 0.228], [-2.788, 6.734, 1.451], [-4.150, 6.533, 1.620], [-4.919, 6.026, 0.579], [-2.885, 1.217, -1.376], [-3.683, 0.139, -2.565], [-3.138, 0.257, -3.850], [-3.650, -0.486, -4.900], [-4.711, -1.351, -4.674], [-5.258, -1.470, -3.402], [-4.742, -0.742, -2.345], [-3.421, 1.380, 0.321], [-4.542, 0.802, 0.928], [-4.829, 1.107, 2.243], [-4.001, 1.966, 2.967], [-2.883, 2.528, 2.376], [-2.588, 2.234, 1.054], [-2.750, 3.596, -1.298], [-2.738, 3.080, -2.994], [-5.183, 2.748, -1.155], [-5.166, 2.592, -2.912], [-8.003, 5.610, -3.149], [-10.300, 5.099, -2.408], [-10.673, 3.868, -0.298], [-8.742, 3.142, 1.064], [-6.454, 3.626, 0.325], [-2.503, 5.783, -1.779], [-1.139, 6.636, 0.080], [-2.193, 7.132, 2.263], [-4.620, 6.776, 2.563], [-5.983, 5.892, 0.723], [-2.309, 0.933, -4.031], [-3.223, -0.389, -5.889], [-5.113, -1.934, -5.492], [-6.091, -2.139, -3.230], [-5.165, -0.858, -1.360], [-5.197, 0.144, 0.378], [-5.703, 0.674, 2.712], [-4.235, 2.190, 4.000], [-2.225, 3.180, 2.933], [-1.695, 2.664, 0.609]],
  "atomic_forces_ev_per_a": [[-0.16, 0.19, 0.05], [-0.06, 0.04, 0.01], [-0.05, -0.01, 0.10], [0.16, -0.13, -0.20], [0.09, -0.03, 0.02], [-0.06, 0.01, 0.06], [-0.02, 0.11, -0.02], [-0.03, 0.04, -0.13], [0.01, -0.02, 0.03], [0.02, 0.01, 0.00], [0.02, 0.01, 0.04], [0.02, -0.06, 0.14], [-0.14, -0.10, 0.01], [-0.02, -0.01, -0.03], [-0.02, 0.02, 0.01], [0.01, 0.04, 0.03], [0.24, -0.13, 0.09], [-0.03, -0.05, -0.06], [-0.05, 0.00, 0.00], [0.02, -0.02, 0.05], [0.02, -0.01, -0.03], [0.07, 0.05, 0.02], [0.01, -0.03, 0.00], [-0.01, 0.01, -0.02], [-0.01, -0.01, -0.01], [-0.02, -0.01, -0.01], [0.00, 0.00, 0.00], [-0.01, 0.00, 0.00], [0.00, 0.00, 0.00], [0.00, -0.02, 0.00], [0.02, 0.00, 0.00], [0.00, 0.01, 0.00], [-0.01, 0.00, -0.02], [0.00, 0.01, 0.01], [0.02, 0.00, -0.01], [0.01, -0.01, -0.01], [0.06, 0.02, -0.04], [-0.01, 0.06, 0.08], [0.01, 0.00, 0.03], [-0.01, 0.03, -0.03], [-0.05, -0.01, 0.02], [-0.03, 0.02, 0.00], [0.03, 0.01, 0.02], [0.02, 0.00, 0.03], [0.03, -0.01, -0.03], [-0.01, -0.01, 0.01], [0.04, 0.01, 0.00], [0.03, -0.02, -0.01], [-0.03, 0.00, 0.00], [0.05, 0.00, -0.03], [-0.31, 0.24, -0.05], [0.04, -0.14, -0.05], [0.09, 0.02, 0.02], [0.00, 0.00, -0.01], [0.01, 0.01, -0.01], [-0.01, -0.04, -0.04], [-0.02, -0.01, 0.03], [-0.01, -0.01, -0.01], [0.03, -0.02, -0.01], [0.01, 0.03, 0.00], [-0.11, 0.21, -0.13], [-0.04, 0.07, -0.03], [0.08, -0.29, -0.04], [0.01, 0.01, 0.02], [-0.04, 0.00, 0.01], [-0.01, 0.00, 0.00], [0.00, -0.01, 0.01], [0.50, -0.17, -0.02], [-0.19, 0.05, 0.12], [0.09, -0.09, -0.04], [-0.03, 0.04, -0.02], [0.02, 0.04, 0.03], [0.00, 0.00, 0.01], [0.01, 0.01, -0.01], [0.00, 0.01, 0.00], [-0.02, -0.03, -0.03], [-0.03, 0.05, 0.01], [-0.04, 0.02, 0.02], [0.03, 0.00, -0.01], [0.00, 0.00, 0.01], [0.00, -0.01, -0.01], [0.03, -0.06, 0.00], [-0.80, 0.42, -0.03], [0.16, 0.00, 0.13], [-0.01, -0.01, -0.07], [0.02, 0.02, 0.05], [0.00, 0.01, 0.01], [0.00, -0.03, 0.00], [0.07, 0.00, 0.09], [0.20, -0.16, -0.06], [0.03, -0.08, -0.05], [-0.01, 0.00, 0.01], [-0.03, -0.02, -0.04], [-0.04, 0.02, 0.01], [-0.04, 0.04, -0.06], [0.07, 0.01, -0.03], [-0.01, -0.03, 0.00], [0.05, -0.07, -0.01], [0.03, 0.00, -0.02], [-0.01, -0.01, -0.01], [0.00, 0.01, 0.00], [0.00, 0.00, 0.00], [0.00, -0.01, 0.00], [-0.01, 0.00, 0.01], [0.02, 0.03, -0.01], [0.01, -0.01, -0.01], [0.01, -0.01, 0.00], [-0.01, 0.01, 0.00], [0.00, 0.01, 0.02], [0.00, -0.01, -0.01], [0.01, 0.00, 0.00], [-0.02, 0.00, 0.01], [0.00, 0.00, -0.01], [0.02, -0.05, 0.03], [0.01, -0.03, 0.01], [0.00, 0.01, 0.00], [0.00, 0.00, 0.00], [0.03, 0.00, -0.04], [0.04, 0.00, 0.09]]
}

# 2
{
  "formula": "C51H47N14O2PbTe",
  "method": "the ωB97M-V functional and the def2-TZVPD basis",
  "energy_ha": -3347.88332,
  "charge": 4,
  "e_above_lowest_kj_mol": 518.2,
  "homo_ev": [-16.1, -16.1],
  "spin_multiplicity": 2,
  "lumo_ev": [-12.791, -12.446],
  "symbols": ["Pb", "C", "C", "N", "C", "C", "N", "C", "C", "C", "C", "C", "N", "C", "C", "N", "C", "C", "N", "C", "C", "C", "N", "C", "C", "H", "H", "H", "H", "H", "H", "H", "H", "H", "H", "H", "H", "N", "C", "N", "C", "N", "N", "C", "N", "C", "C", "C", "C", "C", "N", "H", "H", "H", "H", "H", "H", "H", "H", "O", "N", "C", "C", "C", "C", "C", "C", "Te", "N", "C", "O", "C", "C", "C", "C", "C", "C", "C", "C", "C", "C", "C", "C", "C", "C", "C", "C", "C", "C", "H", "H", "H", "H", "H", "H", "H", "H", "H", "H", "H", "H", "H", "H", "H", "H", "H", "H", "H", "H", "H", "H", "H", "H", "H", "H", "H"],
  "positions_angstrom": [[-2.381, 1.005, -0.850], [-4.385, -2.356, 1.609], [-4.460, -1.337, 0.661], [-3.682, -1.347, -0.428], [-3.104, -2.510, -0.789], [-2.926, -3.503, 0.249], [-3.538, -3.384, 1.425], [-2.573, -2.743, -2.125], [-2.148, -4.035, -2.453], [-1.916, -4.423, -3.771], [-2.071, -3.452, -4.771], [-2.329, -2.113, -4.313], [-2.556, -1.779, -3.048], [-2.385, -0.992, -5.281], [-2.057, -1.158, -6.652], [-2.102, -0.153, -7.491], [-2.560, 1.021, -7.069], [-2.841, 1.213, -5.681], [-2.691, 0.238, -4.789], [-1.366, -5.746, -4.001], [-1.761, -6.565, -5.074], [-1.237, -7.898, -5.182], [-0.321, -8.378, -4.373], [0.115, -7.576, -3.383], [-0.469, -6.340, -3.084], [-4.871, -2.255, 2.625], [-5.178, -0.506, 0.840], [-2.359, -4.469, 0.145], [-2.070, -4.822, -1.709], [-1.994, -3.698, -5.816], [-1.637, -2.107, -7.040], [-2.696, 1.736, -7.895], [-3.226, 2.175, -5.343], [-2.595, -6.284, -5.746], [-1.555, -8.568, -5.978], [0.881, -8.031, -2.696], [-0.216, -5.826, -2.183], [2.509, -0.591, -1.882], [2.408, 0.731, -1.518], [3.403, 1.323, -0.521], [3.516, 2.835, -0.732], [4.471, 3.542, -0.091], [2.799, 3.417, -1.685], [1.773, 2.779, -2.345], [1.456, 1.456, -2.078], [0.908, 3.684, -3.130], [1.244, 4.345, -4.288], [0.216, 4.975, -5.002], [-1.124, 4.741, -4.645], [-1.399, 4.204, -3.397], [-0.385, 3.863, -2.605], [2.840, -1.373, -1.242], [1.958, -0.839, -2.724], [4.992, 3.167, 0.729], [4.538, 4.564, -0.168], [2.323, 4.371, -4.597], [0.403, 5.540, -5.919], [-1.949, 5.005, -5.327], [-2.388, 4.066, -3.023], [-1.617, 3.685, -0.900], [-0.440, 3.427, -1.259], [4.553, -3.711, 0.551], [3.516, -2.743, 1.077], [3.735, -1.375, 0.972], [2.637, -0.422, 1.179], [2.927, 1.021, 0.981], [1.408, -0.835, 1.826], [0.138, 0.502, 3.003], [-1.464, 0.627, 1.484], [-2.636, 1.010, 1.990], [-3.628, 1.303, 1.100], [-3.085, 1.092, 3.417], [-3.863, 2.179, 3.888], [-4.368, 2.211, 5.140], [-3.871, 1.382, 6.117], [-3.079, 0.288, 5.699], [-2.786, 0.041, 4.387], [1.775, 2.092, 3.484], [2.667, 1.848, 4.529], [2.866, 0.455, 5.022], [3.162, 2.926, 5.252], [2.700, 4.240, 5.052], [2.918, 5.355, 6.060], [1.864, 4.446, 3.943], [1.418, 3.408, 3.110], [0.582, 3.813, 1.886], [1.447, -2.216, 2.186], [0.571, -2.829, 3.263], [2.348, -3.162, 1.678], [4.356, -4.756, 0.969], [5.551, -3.422, 0.862], [4.475, -3.714, -0.544], [4.742, -1.059, 0.577], [3.683, 1.426, 1.634], [2.010, 1.627, 1.062], [4.406, 1.054, -0.726], [-4.031, 2.971, 3.165], [-5.078, 2.986, 5.489], [-4.133, 1.537, 7.178], [-2.571, -0.284, 6.432], [-2.262, -0.893, 4.092], [1.912, -0.016, 5.418], [3.621, 0.298, 5.783], [3.160, -0.278, 4.219], [3.894, 2.636, 6.037], [3.884, 5.931, 5.985], [2.964, 4.900, 7.049], [2.100, 6.091, 5.955], [1.532, 5.462, 3.702], [0.475, 2.986, 1.188], [1.001, 4.724, 1.502], [-0.442, 4.001, 2.228], [-0.433, -2.985, 2.865], [0.569, -2.163, 4.163], [0.950, -3.794, 3.478], [2.027, -4.162, 1.773]],
  "atomic_forces_ev_per_a": [[-1.33, -1.71, 0.55], [0.35, 0.10, 0.69], [-0.62, 0.11, 0.98], [-0.38, 0.01, -0.92], [0.95, -0.33, 2.44], [-0.97, -0.23, -0.25], [0.10, 0.41, -0.10], [0.91, -1.06, -1.21], [-0.53, 0.00, 0.39], [0.43, 1.30, -0.16], [-0.44, 0.99, 1.70], [0.09, -0.98, -0.72], [-0.27, 0.11, 0.54], [0.40, 0.92, -0.49], [0.46, -0.61, 1.30], [-0.23, 0.41, -0.58], [-0.20, -0.30, 0.66], [0.20, -0.10, -1.56], [-0.17, -0.55, -0.78], [-0.03, -2.49, -0.66], [-0.26, -0.76, -0.04], [-0.50, 1.52, -0.17], [0.80, 0.54, 0.43], [-0.38, -0.53, 1.05], [0.21, -0.24, -1.17], [0.28, -0.32, -1.50], [1.02, -0.46, -0.28], [-0.53, 1.38, -0.14], [-0.15, 0.28, -0.15], [0.14, -0.02, -0.06], [-0.51, 0.68, 0.26], [-0.01, 0.11, 0.89], [0.18, -0.13, 0.10], [0.78, 0.00, 0.32], [-0.19, 0.21, 0.11], [-0.83, 0.60, -0.80], [0.46, 0.29, 0.39], [0.39, 0.37, 1.24], [-1.25, -1.09, -1.05], [0.93, 0.90, 0.00], [-1.20, 1.49, -2.47], [0.22, -1.39, 1.44], [0.38, -0.93, 0.73], [1.00, 0.20, 2.15], [1.60, 0.70, -0.41], [-0.44, -0.34, 0.69], [0.96, 0.47, 0.01], [-0.12, -0.29, -0.48], [-0.23, 0.03, 0.38], [-0.71, 0.94, -1.22], [3.63, -2.02, -0.65], [-0.49, 1.61, -1.07], [0.48, 0.21, 0.92], [-0.63, 0.30, -1.07], [-0.35, -0.64, -0.44], [-1.32, -0.11, 0.12], [0.19, -0.24, 0.31], [0.51, -0.05, 0.56], [-0.47, 0.11, 0.24], [3.50, -1.43, 0.51], [-5.45, 2.51, -0.49], [-0.88, -1.18, 0.83], [0.57, -0.64, -0.23], [-1.35, 2.10, -0.62], [1.26, -1.43, 1.03], [-0.71, 0.23, -1.32], [2.37, -0.92, 0.17], [0.65, -0.83, -1.09], [1.18, 0.71, 1.01], [-3.11, 0.78, -0.75], [3.58, -0.59, 1.08], [0.34, -1.04, 1.45], [0.92, -0.73, -2.97], [-1.00, 1.52, 2.20], [0.27, -1.36, 0.02], [-0.16, 0.96, 0.81], [0.47, 1.19, -2.13], [-1.62, 1.37, -0.96], [-1.01, -0.87, 0.26], [-0.53, -2.36, -0.65], [0.65, 0.10, 0.40], [-0.10, -0.16, -0.05], [0.74, 0.32, -0.39], [0.27, -0.06, -0.35], [0.10, 0.19, 0.14], [-0.35, -1.02, 1.90], [-1.14, 0.06, 0.77], [-0.73, 1.69, -0.53], [-0.24, 2.26, -0.66], [0.30, 1.38, -0.79], [0.17, 0.08, -0.12], [0.25, -0.25, 0.20], [-1.19, -0.02, 0.44], [0.38, 0.11, 0.12], [0.61, -0.17, -0.14], [-1.21, -0.68, 0.38], [-0.40, 0.00, 0.16], [0.60, -0.30, -0.65], [0.23, -0.21, -0.73], [-0.14, -0.93, 0.71], [-0.41, 0.74, 0.21], [0.85, 0.79, -0.14], [0.04, 0.46, 0.26], [-0.13, 0.81, 0.34], [-0.68, 0.63, -0.41], [-0.83, -0.72, -0.36], [-0.33, 0.23, 0.10], [0.40, -0.41, 0.36], [0.14, -0.33, 0.16], [0.31, 0.10, -0.45], [0.03, 0.22, -0.65], [0.04, 0.27, -0.11], [-0.33, 0.19, 0.32], [-0.17, -0.84, -0.56], [0.30, -0.75, 0.70], [0.37, -1.20, 0.28]]
}